Arrangement one

{"formula": "C3H12N2O3", "method": "ωB97M-V with the def2-TZVPD basis set", "charge": 0, "homo_lumo_gap_ha": 0.1353, "e_lumo_ev": -3.66, "multiplicity": 1, "homo_ev": -7.34, "symbols": ["C", "C", "C", "N", "O", "N", "H", "H", "H", "H", "H", "H", "H", "H", "H", "H", "O", "H", "H", "O"], "positions_angstrom": [[-1.46621, 1.62050, 1.51114], [-0.18367, 0.93608, 1.28981], [0.33864, 0.36184, 0.03991], [1.31152, 1.03075, -0.77665], [-0.82569, 0.14865, -0.74701], [-2.57492, 0.54622, 1.37633], [-1.62775, 2.38577, 0.75842], [-1.55864, 2.15411, 2.46886], [0.77586, -0.61337, 0.26578], [0.43026, 0.92692, 2.18395], [1.98731, 0.38770, -1.20825], [1.69187, 1.90182, -0.43893], [-1.98399, -0.15530, 0.91371], [-2.81943, 0.13510, 2.27160], [-0.43923, -0.47946, -1.37943], [-0.11096, -3.17316, -2.43984], [0.08220, -2.43263, -1.86194], [1.47664, -2.00585, -1.60092], [3.14758, -2.04378, -1.47484], [2.34861, -1.63189, -1.15171]], "lowdin_charge": [-0.19, 0.20, -0.46, 0.16, -0.02, 0.09, 0.13, 0.12, 0.16, 0.14, 0.08, 0.09, 0.06, 0.08, 0.06, -0.09, -0.42, -0.04, 0.01, -0.18]}

Arrangement two

{"formula": "C3H12N2O3", "method": "ωB97M-V with the def2-TZVPD basis set", "charge": 0, "homo_lumo_gap_ha": 0.1434, "e_lumo_ev": -4.69, "multiplicity": 1, "homo_ev": -8.59, "symbols": ["O", "C", "N", "C", "N", "C", "H", "H", "H", "H", "H", "H", "H", "H", "H", "H", "O", "H", "H", "O"], "positions_angstrom": [[2.34714, -0.43277, 0.43597], [1.44351, -0.05796, -0.53672], [0.29500, 0.70227, 0.03063], [0.07699, 0.34973, 1.40008], [-1.24668, 0.58744, 1.86951], [2.01750, 0.81781, -1.58683], [-0.51295, 0.39247, -0.49274], [0.75483, 0.87906, 2.06777], [0.28565, -0.84636, 1.63836], [-1.35532, -1.32572, -0.44096], [-1.33128, 1.50004, 2.17726], [1.26708, 0.74281, -2.42299], [3.01070, 0.54680, -1.96637], [2.04301, 1.89331, -1.28574], [-1.91182, 0.38939, 1.12812], [-3.49812, -0.16816, -0.65809], [-2.51399, -0.26886, -0.78921], [1.13768, -0.93412, -1.12053], [-1.53571, -2.68914, 0.36578], [-0.77322, -2.07802, 0.18673]], "lowdin_charge": [0.05, -0.50, 0.14, -0.28, 0.09, -0.02, 0.09, 0.14, 0.22, 0.06, 0.06, 0.11, 0.10, 0.11, 0.05, -0.03, -0.44, 0.20, 0.05, -0.21]}

arrangement one is the most stable structure shown above.